Density functional theory data (ωB97M-V/def2-TZVPD) for a 6-piece molecular cluster, C16H30N7OS overall at a distorted geometry.

LUMO level	-3.2	eV
Kohn-Sham gap	10.0	eV
ΔE to the lowest compared entry with this formula, charge and spin	11.3	kcal/mol
charge	+1
E_HOMO	-13.161	eV

Positions of all 55 atoms, in Å:
C  1.652  3.019  2.938
C  0.260  2.904  2.362
N  -0.405  1.541  2.551
S  -1.279  1.570  4.133
C  0.529  0.377  2.619
C  1.362  0.200  1.388
N  2.587  0.049  1.547
C  -1.423  1.406  1.470
O  -2.166  0.270  1.662
C  -3.184  0.137  0.656
H  1.872  4.069  3.047
H  1.795  2.468  3.855
H  2.379  2.637  2.236
H  -0.360  3.613  2.878
H  0.199  3.183  1.321
H  -2.458  2.046  3.699
H  -0.102  -0.501  2.705
H  1.131  0.391  3.507
H  0.914  0.193  0.397
H  3.048  -0.089  0.642
H  -0.959  1.461  0.488
H  -2.067  2.284  1.554
H  -3.360  1.103  0.194
H  -2.842  -0.547  -0.107
H  -4.114  -0.205  1.080
C  -3.854  5.238  1.090
C  -2.407  5.293  0.944
N  -1.266  5.336  0.817
H  -4.322  6.108  0.633
H  -4.263  4.349  0.610
H  -4.140  5.219  2.141
C  3.274  -2.518  -2.247
C  3.983  -1.774  -1.220
N  4.545  -1.190  -0.403
H  2.553  -3.199  -1.807
H  2.732  -1.854  -2.913
H  3.960  -3.099  -2.856
C  4.553  1.302  -4.560
C  4.615  -0.151  -4.565
N  4.675  -1.297  -4.569
H  3.538  1.648  -4.372
H  5.199  1.714  -3.786
H  4.874  1.707  -5.518
C  1.400  -6.497  -2.338
C  1.105  -5.187  -2.899
N  0.873  -4.157  -3.351
H  0.584  -7.192  -2.528
H  2.305  -6.912  -2.779
H  1.548  -6.436  -1.261
C  -4.634  -3.788  0.016
C  -5.068  -2.551  -0.614
N  -5.412  -1.576  -1.114
H  -5.379  -4.571  -0.114
H  -3.699  -4.138  -0.419
H  -4.478  -3.648  1.085

Density functional theory data (ωB97M-V/def2-TZVPD) for a 3-piece molecular cluster, C16H30NO8S2 overall.

LUMO level	-3.6	eV
Kohn-Sham gap	8.6	eV
ΔE to the lowest compared entry with this formula, charge and spin	25.7	kcal/mol
charge	+1
E_HOMO	-12.169	eV

Positions of all 57 atoms, in Å:
C  1.248  -1.629  2.997
C  0.952  -0.543  2.015
O  0.510  -0.691  0.925
O  1.300  0.751  2.440
C  0.338  1.633  2.808
O  0.463  2.793  2.619
C  -0.864  1.089  3.578
C  -2.211  1.352  2.853
C  -2.168  1.583  1.313
O  -3.016  0.669  0.644
C  -4.377  0.731  1.016
C  -4.517  0.538  2.545
N  -3.151  0.189  3.064
H  0.331  -1.892  3.542
H  1.584  -2.508  2.437
H  2.001  -1.322  3.727
H  -0.862  1.649  4.521
H  -0.751  0.030  3.849
H  -2.716  2.193  3.340
H  -1.179  1.389  0.906
H  -2.436  2.624  1.081
H  -4.855  1.666  0.693
H  -4.866  -0.096  0.492
H  -4.825  1.442  3.078
H  -5.204  -0.279  2.784
H  -3.201  -0.037  4.060
H  -2.800  -0.630  2.555
C  0.771  2.157  -1.056
C  2.039  1.558  -1.675
C  2.091  2.019  -3.136
S  1.226  3.601  -3.191
O  0.029  3.442  -3.977
O  2.150  4.664  -3.470
C  0.759  3.625  -1.460
H  0.773  2.049  0.023
H  -0.113  1.651  -1.457
H  2.915  1.925  -1.136
H  2.044  0.471  -1.606
H  3.100  2.176  -3.509
H  1.551  1.346  -3.800
H  -0.210  4.113  -1.379
H  1.513  4.201  -0.923
C  1.248  -2.340  -2.844
C  1.930  -3.518  -3.554
C  2.677  -4.325  -2.485
S  1.773  -4.074  -0.950
O  2.602  -3.350  -0.012
O  1.126  -5.291  -0.537
C  0.565  -2.936  -1.618
H  0.534  -1.831  -3.490
H  2.001  -1.612  -2.533
H  1.173  -4.145  -4.029
H  2.613  -3.183  -4.333
H  2.700  -5.393  -2.686
H  3.689  -3.958  -2.319
H  0.318  -2.218  -0.842
H  -0.315  -3.517  -1.894

Density functional theory data (ωB97M-V/def2-TZVPD) for C16H30NOPRu as an isolated structure at a distorted geometry.

LUMO level (spin up / spin down)	-7.2 / -9.1	eV
Kohn-Sham gap (spin up / spin down)	7.0 / 6.0	eV
ΔE to the lowest compared entry with this formula, charge and spin	0.0	kcal/mol
spin multiplicity	5
charge	+2
E_HOMO (spin up / spin down)	-14.154 / -15.050	eV

Positions of all 50 atoms, in Å:
C  3.732  -1.378  0.310
C  3.330  -0.188  -0.279
C  1.977  0.221  -0.275
C  1.106  -0.592  0.492
C  1.492  -1.880  0.913
C  2.831  -2.269  0.857
C  1.674  1.592  -0.843
C  1.250  1.923  -2.332
N  0.403  0.992  -3.060
Ru  -0.548  -0.080  1.737
C  0.475  -2.843  1.449
P  -1.124  -2.028  0.935
H  4.060  0.477  -0.718
H  3.115  -3.231  1.278
H  4.788  -1.623  0.323
H  0.506  -2.968  2.547
H  0.521  -3.840  0.982
H  0.898  2.051  -0.208
H  2.589  2.179  -0.713
H  0.656  2.851  -2.280
C  -2.450  -2.975  1.736
C  -1.092  -2.737  -0.748
H  2.146  2.148  -2.948
C  0.920  -0.311  -3.395
C  -1.026  1.206  -3.048
H  -1.073  -0.492  3.406
H  1.298  -0.332  -4.434
H  1.781  -0.587  -2.769
H  0.123  -1.075  -3.306
H  -1.392  1.606  -4.006
H  -1.582  0.273  -2.878
H  -1.342  1.921  -2.286
H  -1.154  -3.834  -0.694
H  -1.933  -2.357  -1.326
H  -0.155  -2.475  -1.248
H  -2.148  -4.017  1.933
H  -2.725  -2.492  2.682
H  -3.311  -2.962  1.054
H  -0.970  -1.197  3.100
C  -0.666  3.152  2.474
C  -1.620  2.244  1.720
C  -2.607  3.039  0.864
O  -0.936  1.447  0.760
H  -0.193  3.830  1.754
H  0.115  2.605  3.014
H  -1.186  3.790  3.204
H  -2.104  1.523  2.411
H  -1.990  3.683  0.227
H  -3.147  2.342  0.213
H  -3.312  3.664  1.420

Density functional theory data (ωB97M-V/def2-TZVPD) for C16H31AgF3GeN2O6S as an isolated structure at a distorted geometry.

LUMO level (spin up / spin down)	0.3 / -2.7	eV
Kohn-Sham gap (spin up / spin down)	9.0 / 6.0	eV
spin multiplicity	2
charge	0
E_HOMO (spin up / spin down)	-8.709 / -8.704	eV

Positions of all 61 atoms, in Å:
Ag  0.132  1.056  -1.214
C  0.093  0.314  3.405
C  -0.647  -0.979  3.290
C  -1.793  -0.962  4.310
C  0.343  -2.181  3.518
O  -1.207  -1.103  1.985
Ge  -0.398  -2.023  0.644
O  1.194  -1.106  0.499
C  2.457  -1.651  0.009
C  2.508  -3.156  0.184
C  2.599  -1.246  -1.493
C  3.503  -0.973  0.829
O  -1.090  -0.908  -0.833
C  -1.830  -1.397  -1.903
C  -2.265  -2.823  -1.566
C  -3.073  -0.501  -2.116
C  -1.003  -1.298  -3.240
H  0.075  0.709  4.487
H  1.157  0.293  3.070
H  -0.359  1.141  2.725
H  -1.531  -0.952  5.365
H  -2.399  -0.033  4.167
H  -2.550  -1.772  4.092
H  0.567  -2.278  4.596
H  -0.143  -3.106  3.212
H  1.313  -2.056  2.974
H  1.653  -3.581  -0.418
H  3.435  -3.609  -0.119
H  2.316  -3.396  1.263
H  1.891  -1.919  -2.044
H  2.320  -0.230  -1.741
H  3.628  -1.430  -1.879
H  3.389  -1.249  1.884
H  4.558  -1.079  0.490
H  3.246  0.081  0.691
H  -2.685  -2.867  -0.550
H  -3.073  -3.094  -2.267
H  -1.392  -3.527  -1.730
H  -3.378  -0.045  -1.210
H  -2.720  0.254  -2.818
H  -3.868  -1.079  -2.582
H  0.037  -1.658  -3.019
H  -1.496  -1.928  -4.014
H  -0.871  -0.241  -3.566
N  2.018  4.839  -2.051
C  2.351  4.158  -3.223
C  1.745  2.922  -3.081
N  1.116  2.822  -1.847
C  1.331  3.991  -1.263
H  2.386  5.753  -1.820
H  2.822  4.620  -4.080
H  1.764  2.029  -3.707
H  0.884  4.228  -0.299
F  -2.551  2.689  -1.285
C  -2.724  3.485  -0.158
F  -4.006  3.778  -0.017
F  -2.036  4.647  -0.395
S  -2.045  2.523  1.253
O  -2.172  3.379  2.406
O  -2.901  1.374  1.297
O  -0.622  2.353  0.906

Density functional theory data (ωB97M-V/def2-TZVPD) for C16H31BaF3O3P2S as an isolated structure at a distorted geometry.

LUMO level (spin up / spin down)	-0.1 / -0.1	eV
Kohn-Sham gap (spin up / spin down)	3.2 / 3.2	eV
ΔE to the lowest compared entry with this formula, charge and spin	143.4	kcal/mol
charge	0
E_HOMO (spin up / spin down)	-3.388 / -3.381	eV

Positions of all 57 atoms, in Å:
P  0.600  -2.139  1.256
P  0.705  2.334  1.071
C  0.380  -0.692  0.170
C  1.193  0.635  0.337
H  -0.616  -0.608  -0.378
H  0.978  -1.156  -0.656
H  2.011  0.340  1.045
H  1.654  0.832  -0.667
C  -0.934  2.691  0.284
H  -1.783  2.665  1.045
H  -1.115  1.913  -0.539
H  -0.888  3.729  -0.164
C  1.796  3.449  0.085
H  1.374  3.774  -0.876
H  2.781  2.994  -0.070
H  1.948  4.343  0.716
C  -0.471  -3.453  0.699
H  -0.673  -4.159  1.517
H  0.052  -3.994  -0.101
H  -1.432  -3.087  0.307
C  2.299  -2.610  0.898
H  2.943  -1.732  0.792
H  2.295  -3.169  -0.043
H  2.682  -3.255  1.694
Ba  -2.258  0.258  1.241
C  -0.031  1.560  -2.487
C  -1.395  1.492  -2.417
C  -2.183  0.819  -3.482
C  -1.794  -0.644  -3.735
C  -1.024  -1.308  -2.627
C  0.313  -1.432  -2.673
C  1.177  -0.528  -3.529
C  0.718  0.961  -3.639
C  0.446  -1.788  3.004
H  0.491  2.262  -1.828
H  -2.023  2.129  -1.775
H  -2.047  1.387  -4.423
H  -3.256  0.873  -3.252
H  -2.713  -1.212  -3.927
H  -1.247  -0.680  -4.691
H  -1.621  -1.823  -1.868
H  0.883  -2.312  -2.281
H  1.251  -0.934  -4.555
H  2.222  -0.541  -3.177
H  1.629  1.558  -3.812
H  0.171  1.083  -4.595
H  0.770  -0.757  3.229
H  1.132  -2.445  3.569
H  -0.575  -1.958  3.402
F  0.698  0.990  6.179
C  -0.285  0.143  5.803
F  0.354  -0.977  5.382
F  -0.973  -0.222  6.906
S  -1.487  1.003  4.611
O  -2.513  -0.026  4.261
O  -1.895  2.138  5.387
O  -0.714  1.289  3.379

Density functional theory data (ωB97M-V/def2-TZVPD) for C16H31F20N3O22S6V2 as an isolated structure at a distorted geometry.

LUMO level (spin up / spin down)	-0.3 / -0.3	eV
Kohn-Sham gap (spin up / spin down)	8.1 / 9.8	eV
spin multiplicity	7
charge	0
E_HOMO (spin up / spin down)	-8.355 / -10.068	eV

Positions of all 100 atoms, in Å:
V  0.575  0.814  -1.003
V  -1.772  -1.776  1.765
C  4.723  0.435  0.377
F  5.726  -0.256  0.904
F  4.347  1.333  1.200
F  5.074  0.966  -0.755
S  3.193  -0.813  0.170
O  3.600  -2.183  0.231
O  2.346  -0.398  1.280
N  2.323  -0.313  -1.275
S  3.108  -1.299  -2.247
O  4.592  -1.242  -2.239
O  2.611  -2.701  -2.331
C  2.676  -0.575  -3.970
F  2.662  0.728  -3.871
F  3.473  -0.944  -5.000
F  1.473  -1.004  -4.312
C  -3.103  1.647  2.241
F  -4.325  1.324  2.798
F  -3.020  0.940  1.059
F  -2.964  2.930  1.910
S  -1.779  1.047  3.522
O  -0.512  1.327  2.856
O  -1.922  1.848  4.761
N  -2.219  -0.672  3.519
S  -3.022  -0.926  4.866
O  -3.792  0.205  5.386
O  -3.822  -2.171  4.659
C  -1.707  -1.305  6.212
F  -1.488  -0.132  6.775
F  -2.355  -2.180  7.023
F  -0.601  -1.799  5.750
C  -4.276  -5.448  2.208
F  -4.828  -6.220  3.175
F  -4.367  -5.968  1.045
F  -4.801  -4.206  2.186
S  -2.362  -5.060  2.565
O  -2.389  -4.434  3.923
O  -1.579  -6.272  2.482
N  -1.985  -3.880  1.338
S  -1.615  -4.678  0.062
O  -2.158  -6.017  -0.048
O  -2.001  -3.839  -1.100
C  0.324  -4.841  0.125
F  0.603  -5.751  -0.763
F  0.765  -3.598  -0.160
F  0.795  -5.218  1.342
F  -0.770  -0.443  0.325
C  6.716  4.811  -2.817
C  6.801  4.963  -1.294
O  5.677  4.252  -0.833
C  4.806  4.050  -1.824
O  3.710  3.454  -1.733
O  5.341  4.490  -2.935
F  6.703  6.226  -0.945
H  7.340  4.019  -3.229
H  6.955  5.767  -3.283
H  7.747  4.588  -0.905
C  -3.289  2.801  -4.106
O  -2.678  1.508  -4.233
H  -2.573  3.622  -4.117
H  -4.060  2.951  -4.862
H  -3.755  2.863  -3.122
H  -2.322  1.356  -5.112
C  -1.606  3.380  -0.863
O  -1.330  2.014  -0.832
H  -2.664  3.577  -1.036
H  -1.368  3.779  0.122
H  -1.029  4.016  -1.534
H  -1.993  1.536  -0.329
C  -1.115  -1.429  -2.738
O  -0.781  -0.041  -2.596
H  -0.928  -1.842  -3.729
H  -0.734  -1.991  -1.885
H  -2.197  -1.449  -2.608
H  -1.408  0.523  -3.055
C  0.890  -2.862  3.283
O  0.346  -1.853  2.432
H  1.261  -2.261  4.113
H  0.109  -3.546  3.619
H  1.671  -3.429  2.777
H  1.063  -1.276  2.159
C  -4.338  -1.853  -0.152
O  -3.891  -1.707  1.140
H  -5.097  -1.073  -0.214
H  -3.521  -1.762  -0.868
H  -4.869  -2.774  -0.396
H  -4.644  -1.369  1.631
C  0.540  2.860  -3.522
O  1.233  2.454  -2.357
H  0.057  3.833  -3.429
H  1.211  2.644  -4.353
H  -0.313  2.198  -3.670
H  2.117  2.798  -2.502
C  1.236  3.350  0.856
O  0.976  1.966  0.701
H  1.323  3.869  -0.099
H  0.444  3.901  1.362
H  2.136  3.534  1.443
H  0.637  1.582  1.513

Density functional theory data (ωB97M-V/def2-TZVPD) for C16H31F3HgP2 as an isolated structure at a distorted geometry.

LUMO level	-0.5	eV
Kohn-Sham gap	5.8	eV
ΔE to the lowest compared entry with this formula, charge and spin	20.2	kcal/mol
charge	0
E_HOMO	-6.378	eV

Positions of all 53 atoms, in Å:
P  1.350  0.704  2.631
P  -1.304  -1.617  0.096
C  0.333  0.532  1.066
C  -1.132  0.000  0.997
H  0.956  0.028  0.303
H  0.321  1.590  0.791
H  -1.529  -0.062  2.028
H  -1.756  0.722  0.448
C  -1.118  -2.409  -1.540
H  -0.822  -3.460  -1.429
H  -0.327  -1.943  -2.123
H  -2.084  -2.334  -2.051
C  -2.895  -2.296  0.555
H  -3.423  -2.536  -0.382
H  -3.454  -1.527  1.095
H  -2.782  -3.197  1.172
C  2.932  1.284  1.898
H  3.659  1.299  2.712
H  2.842  2.272  1.433
H  3.317  0.572  1.154
C  0.652  2.200  3.419
H  -0.440  2.144  3.488
H  0.960  3.133  2.927
H  1.051  2.173  4.447
Hg  0.799  -2.609  0.868
C  -1.329  0.836  -2.163
C  -0.460  0.089  -2.867
C  0.834  0.553  -3.446
C  1.483  1.834  -2.864
C  1.344  2.029  -1.392
C  0.431  2.833  -0.805
C  -0.883  3.264  -1.374
C  -1.514  2.315  -2.418
C  1.376  -2.546  2.964
H  -2.155  0.339  -1.635
H  -0.846  -0.819  -3.362
H  0.684  0.718  -4.524
H  1.561  -0.270  -3.376
H  2.567  1.783  -3.079
H  1.124  2.715  -3.422
H  2.175  1.666  -0.787
H  0.664  3.367  0.133
H  -0.808  4.267  -1.819
H  -1.578  3.382  -0.528
H  -2.600  2.527  -2.476
H  -1.115  2.574  -3.411
H  0.839  -3.277  3.591
H  1.171  -1.511  3.288
H  2.450  -2.768  3.011
F  -0.444  -5.531  0.474
C  -0.213  -4.803  1.611
F  -1.436  -4.677  2.245
F  0.571  -5.554  2.428

Density functional theory data (ωB97M-V/def2-TZVPD) for a 3-piece molecular cluster, C16H31FNO4 overall at a distorted geometry.

LUMO level	-4.7	eV
Kohn-Sham gap	6.2	eV
ΔE to the lowest compared entry with this formula, charge and spin	126.9	kcal/mol
charge	+1
E_HOMO	-10.904	eV

Positions of all 53 atoms, in Å:
F  3.297  0.765  0.957
C  2.131  0.484  0.117
C  1.314  1.815  -0.282
C  2.057  2.778  -1.349
C  3.350  2.069  -1.956
C  3.137  1.081  -3.154
C  4.439  0.374  -3.679
N  5.710  0.650  -3.061
C  5.951  1.558  -1.972
C  4.756  2.329  -1.346
H  2.383  -0.207  -0.765
H  1.430  -0.139  0.797
H  1.195  2.431  0.684
H  0.306  1.483  -0.704
H  2.301  3.801  -0.883
H  1.283  3.003  -2.181
H  2.120  0.868  -3.626
H  4.335  -0.390  -4.537
H  6.531  0.145  -3.448
H  6.990  1.747  -1.517
H  4.825  3.059  -0.475
C  -0.926  -3.024  -3.432
O  -1.512  -3.584  -2.266
C  -0.726  -3.353  -1.099
C  -1.289  -2.206  -0.265
O  -1.182  -0.960  -0.955
C  -2.416  -0.562  -1.543
H  -1.681  -3.013  -4.221
H  -0.584  -2.000  -3.267
H  -0.086  -3.645  -3.760
H  0.321  -3.168  -1.364
H  -0.763  -4.270  -0.503
H  -0.696  -2.117  0.651
H  -2.327  -2.405  0.026
H  -3.089  -0.185  -0.766
H  -2.898  -1.385  -2.078
H  -2.213  0.241  -2.253
C  -3.759  1.814  4.805
O  -3.023  0.653  5.168
C  -3.595  -0.540  4.637
C  -2.841  -1.018  3.400
O  -2.988  -0.101  2.315
C  -1.848  0.733  2.156
H  -3.143  2.689  5.021
H  -4.012  1.822  3.743
H  -4.675  1.873  5.402
H  -4.659  -0.399  4.416
H  -3.514  -1.307  5.413
H  -3.271  -1.969  3.073
H  -1.781  -1.188  3.628
H  -1.037  0.163  1.690
H  -1.507  1.146  3.109
H  -2.120  1.560  1.498

no.,electronic energy (eV)
1,-40382.010
2,-56611.417
3,-32465.924
4,-111862.491
5,-61489.024
6,-237341.537
7,-47992.016
8,-29479.473